C12H22F4N2O5P | ωB97M-V with the def2-TZVPD basis set

Geometry as ORCA input:
```
! wB97M-V def2-TZVPD RIJCOSX def2/J DEFGRID3
* xyz 1 1
O -1.104 -1.591 5.826
C -0.612 -2.195 4.920
O -0.709 -3.510 4.783
C 0.146 -1.412 3.845
P -0.462 0.276 3.988
C -2.258 0.475 3.632
O -2.897 -0.766 3.448
C -2.867 -1.329 2.190
F -1.820 -0.831 1.466
F -3.987 -1.089 1.528
F -2.697 -2.636 2.315
C 0.490 1.484 2.915
O -0.093 2.427 2.491
N 1.869 1.251 2.911
C 2.375 0.123 2.182
O 3.326 -0.484 2.442
F 1.576 -0.156 1.131
H -0.122 -3.876 4.103
H 0.038 -1.786 2.823
H 1.218 -1.388 4.095
H -0.206 0.689 5.291
H -2.697 0.944 4.519
H -2.369 1.161 2.786
H 2.362 2.098 2.606
C -0.634 -0.310 -1.539
C -0.647 0.449 -2.856
N 0.582 1.187 -3.083
C 0.482 2.161 -4.160
C 0.235 1.643 -5.580
C 1.804 0.398 -3.047
C 1.919 -0.796 -4.002
H -0.381 0.369 -0.721
H -1.617 -0.739 -1.345
H 0.086 -1.131 -1.543
H -1.460 1.179 -2.833
H -0.889 -0.255 -3.667
H 1.395 2.762 -4.150
H -0.329 2.847 -3.896
H 1.116 1.163 -6.003
H -0.022 2.479 -6.233
H -0.593 0.934 -5.618
H 1.938 0.030 -2.025
H 2.637 1.083 -3.219
H 1.021 -1.415 -3.988
H 2.756 -1.429 -3.699
H 2.100 -0.489 -5.030
*
```

The calculated total energy comes out at -1696.715200 a.u.

Results of the natural (NBO) charge analysis, in e, for atoms 1 through 2: number 1, O, carries -0.552; number 2, C, carries 0.809